ORCA calculation (wB97M-V/def2-TZVPD) on a 2-piece molecular cluster, C5H8Cl4Si overall.

The geometry in XYZ format:
```
18
Properties=species:S:1:pos:R:3:forces:R:3
C -1.3025 -0.7586 -0.1593 1.2672 3.2408 -1.3199
C -0.0959 -0.8736 -0.6687 -0.1114 -0.5748 0.4970
C -2.2161 -1.6399 0.4866 0.4754 -2.0018 1.8181
C -0.8471 3.2154 -0.5442 -1.9318 -1.4198 -1.8770
C 2.4768 -0.5231 0.7094 0.5252 -3.1069 1.5108
Si 1.7159 -0.6900 -1.0107 -1.9105 1.2852 1.0730
Cl -2.6755 -0.9718 2.1245 0.5021 -0.4741 -0.2586
Cl -2.2952 2.2128 -0.6881 0.9709 1.8480 0.3763
Cl 1.6817 0.4636 1.8783 -0.8576 1.1212 0.4733
Cl 4.1877 -0.1627 0.6612 1.1130 0.5790 -0.5469
H -1.7319 0.3009 -0.1619 0.7537 -1.4540 -0.1005
H -3.1489 -1.7800 0.0841 -2.2235 0.4737 -1.6194
H -1.8636 -2.6654 0.4723 0.5045 -0.1877 1.0132
H -0.2662 3.1596 -1.4241 0.4398 0.1194 -0.7525
H -0.3975 3.4638 0.3484 0.2739 0.2619 2.0704
H 2.5370 -1.5324 1.2728 -0.6079 1.2458 -1.4095
H 1.9332 0.5658 -1.7220 0.2165 0.2276 -0.2426
H 2.3080 -1.7844 -1.6587 0.6005 -1.1834 -0.7052
```
Positions in Å, forces in eV/Å.

Largest force on an atom ... 3.7 eV/A
HOMO (spin up / spin down) ... -8.930 / -8.324 eV
Electronic energy ... -63276.52006 eV

***

ORCA calculation (wB97M-V/def2-TZVPD) on a 2-piece molecular cluster, C3H10NO overall.

The geometry in XYZ format:
```
15
Properties=species:S:1:pos:R:3:forces:R:3
C 0.0741 -0.4359 1.9702 1.3545 -0.6221 0.5449
C 0.7534 -0.3817 0.6199 -0.2692 1.6784 -0.3659
C 2.0344 -0.2176 0.3779 1.2614 -0.1156 0.3259
N -0.1390 -0.1837 -0.5719 -0.0956 -0.2227 -0.6020
H 0.6245 0.1843 2.6874 0.0476 0.1616 -0.3908
H -0.9637 -0.1157 2.0898 0.0414 -0.4759 -0.5394
H 0.3145 -1.4464 2.3432 -0.9724 0.1811 0.0570
H 2.5162 -0.0962 -0.5873 -0.5571 -0.0667 -0.2242
H 2.7875 -0.1785 1.1657 -0.5080 -0.2105 0.1316
H -0.1063 0.7467 -1.0178 -0.2085 0.1158 0.7248
H -1.1070 -0.3741 -0.3251 -0.1567 0.0625 -0.1958
H 0.0757 -0.7526 -1.4002 0.0761 -0.4911 0.4910
H -2.7225 1.2619 -1.8327 0.6434 0.0141 -0.1151
H -2.2443 0.9474 -3.2068 0.3532 -0.0391 -0.2491
O -1.8976 1.0421 -2.3121 -1.0102 0.0301 0.4072
```
Positions in Å, forces in eV/Å.

Largest force on an atom ... 1.7 eV/A
HOMO ... -14.677 eV
Net charge ... +1
Electronic energy ... -6803.42990 eV